[1]
The following is a DFT calculation (ωB97M-V/def2-TZVPD) of a 14-piece molecular cluster, C36H100O14 overall at a distorted geometry.

Properties
HOMO-LUMO gap = 0.354 Ha
ΔE to the lowest compared entry with this formula, charge and spin = 0.4873 eV
Charge = 0
E = -67619.09056 eV
LUMO energy = 0.216 eV
HOMO = -9.43 eV

Last column: Mulliken charge in e.
Atoms and positions in Å:
O: -1.67 -2.61 -0.76  -0.233
H: -2.55 -2.58 -0.29  0.105
H: -1.65 -3.46 -1.24  0.095
O: 1.82 0.60 -3.76  -0.717
H: 1.34 -0.16 -4.13  0.254
H: 2.27 0.22 -2.97  0.261
C: 4.96 4.36 0.32  -1.431
C: 4.48 3.33 1.35  0.143
C: 3.07 2.86 1.03  -0.208
O: 5.42 2.20 1.38  -0.540
H: 5.85 4.90 0.61  0.342
H: 4.18 5.08 0.06  0.338
H: 5.19 3.83 -0.62  0.379
H: 4.55 3.79 2.34  0.389
H: 3.02 2.47 0.01  0.110
H: 2.32 3.65 1.15  0.390
H: 2.79 2.06 1.71  -0.174
H: 5.60 1.95 0.46  0.351
C: -1.73 0.08 -4.22  -0.168
C: -1.40 1.08 -5.33  0.453
C: -2.62 1.86 -5.77  -1.540
O: -0.42 2.03 -4.88  -0.325
H: -1.58 0.54 -3.23  -0.129
H: -1.01 -0.75 -4.24  -0.403
H: -2.74 -0.32 -4.25  0.515
H: -0.99 0.52 -6.18  0.205
H: -3.18 2.24 -4.92  0.172
H: -3.27 1.24 -6.40  0.427
H: -2.34 2.69 -6.43  0.410
H: 0.36 1.56 -4.48  0.363
C: 4.16 -2.36 -3.14  -1.660
C: 3.15 -2.41 -2.02  1.787
C: 3.60 -3.28 -0.85  -1.061
O: 2.89 -1.06 -1.55  -0.597
H: 4.49 -3.36 -3.42  0.415
H: 5.05 -1.81 -2.81  0.320
H: 3.75 -1.85 -4.00  0.371
H: 2.18 -2.84 -2.37  -0.824
H: 4.51 -2.88 -0.39  0.261
H: 3.79 -4.34 -1.02  0.517
H: 2.88 -3.28 -0.01  -0.098
H: 1.98 -1.08 -1.13  -0.047
C: 0.34 -5.57 -3.94  -1.742
C: -0.37 -4.50 -3.15  0.842
C: -0.75 -3.32 -4.04  -0.635
O: -1.57 -5.02 -2.54  -0.563
H: 0.67 -6.39 -3.31  0.405
H: 1.23 -5.11 -4.40  0.351
H: -0.29 -5.96 -4.74  0.403
H: 0.23 -4.13 -2.32  -0.082
H: 0.10 -2.97 -4.64  0.418
H: -1.16 -2.49 -3.47  -0.219
H: -1.50 -3.63 -4.79  0.421
H: -2.15 -5.32 -3.25  0.374
C: 4.96 -1.48 2.21  -1.627
C: 3.73 -0.99 2.96  2.490
C: 3.32 -1.97 4.05  -1.405
O: 3.99 0.30 3.60  -0.699
H: 5.83 -1.47 2.86  0.384
H: 5.10 -0.90 1.29  0.398
H: 4.85 -2.52 1.88  0.357
H: 2.85 -0.90 2.29  -0.915
H: 3.96 -1.91 4.94  0.440
H: 3.34 -2.99 3.65  0.335
H: 2.31 -1.79 4.42  0.012
H: 4.35 0.89 2.92  0.189
C: -4.38 -0.38 1.31  -1.101
C: -3.89 -1.79 1.59  2.590
C: -4.43 -2.46 2.83  -1.826
O: -4.20 -2.63 0.42  -0.655
H: -3.64 0.19 0.75  -0.146
H: -4.60 0.18 2.22  0.274
H: -5.30 -0.40 0.72  0.413
H: -2.79 -1.70 1.59  -1.171
H: -5.53 -2.39 2.83  0.466
H: -4.04 -2.00 3.74  0.387
H: -4.12 -3.50 2.86  0.480
H: -4.85 -3.29 0.67  0.309
C: -0.33 3.22 4.56  -1.251
C: -1.71 3.26 3.94  0.319
C: -1.60 3.11 2.42  -0.927
O: -2.48 2.14 4.50  -0.584
H: -0.37 3.23 5.65  0.371
H: 0.22 4.11 4.26  0.432
H: 0.20 2.33 4.23  0.074
H: -2.21 4.20 4.21  0.341
H: -1.05 2.21 2.16  0.050
H: -1.09 3.96 1.94  0.549
H: -2.61 3.07 1.98  0.281
H: -3.35 2.07 4.11  0.268
C: -4.02 2.18 -1.37  -1.027
C: -3.57 3.48 -0.76  2.561
C: -2.61 4.25 -1.60  -1.282
O: -4.73 4.34 -0.60  -0.644
H: -4.13 2.26 -2.45  0.220
H: -4.98 1.86 -0.97  0.474
H: -3.30 1.37 -1.18  -0.031
H: -3.12 3.28 0.22  -1.503
H: -2.20 5.11 -1.08  0.434
H: -3.02 4.60 -2.56  0.399
H: -1.79 3.61 -1.98  -0.068
H: -5.49 3.84 -0.32  0.378
C: -0.77 5.95 -4.89  -1.023
C: 0.65 5.51 -4.52  0.238
C: 0.71 5.02 -3.08  -0.309
O: 1.06 4.42 -5.40  -0.600
H: -1.23 6.73 -4.26  0.372
H: -1.45 5.09 -4.95  0.085
H: -0.75 6.39 -5.89  0.322
H: 1.40 6.30 -4.65  0.383
H: 0.29 5.78 -2.41  0.378
H: 1.73 4.81 -2.74  0.261
H: 0.17 4.07 -2.99  -0.437
H: 0.38 3.72 -5.31  0.452
C: 0.21 -4.38 3.95  -1.270
C: -0.47 -4.64 2.63  2.008
C: 0.45 -5.36 1.65  -1.197
O: -1.64 -5.53 2.94  -0.660
H: 1.01 -3.65 3.82  -0.127
H: 0.67 -5.30 4.33  0.538
H: -0.48 -4.04 4.72  0.426
H: -0.90 -3.74 2.18  -0.748
H: 1.21 -4.63 1.30  -0.034
H: -0.05 -5.57 0.70  0.474
H: 0.98 -6.22 2.05  0.416
H: -1.73 -6.18 2.24  0.357
C: 0.54 0.26 1.15  0.049
C: -0.18 0.42 -0.20  2.198
C: 0.16 1.75 -0.88  0.468
O: 0.21 -0.66 -1.08  1.654
H: 0.20 0.92 1.95  -0.613
H: 1.63 0.39 1.00  -0.275
H: 0.46 -0.77 1.53  -0.146
H: -1.26 0.34 0.00  -1.084
H: -0.02 2.57 -0.19  0.305
H: -0.48 1.89 -1.75  -1.350
H: 1.21 1.73 -1.17  -0.179
H: -0.47 -1.36 -1.01  -0.484
C: -0.07 -1.93 6.14  -1.451
C: -0.47 -0.70 5.32  0.787
C: -1.09 -1.09 4.01  0.409
O: -1.39 0.04 6.10  -0.684
H: 0.26 -2.76 5.50  -0.044
H: -0.91 -2.33 6.72  0.413
H: 0.73 -1.75 6.86  0.355
H: 0.44 -0.09 5.19  0.148
H: -0.40 -1.47 3.25  -0.649
H: -1.56 -0.21 3.53  0.212
H: -1.87 -1.85 4.15  0.296
H: -1.89 0.65 5.49  0.351

[2]
The following is a DFT calculation (ωB97M-V/def2-TZVPD) of C36H104AsF6N8O8 as an isolated structure at a distorted geometry.

Properties
HOMO-LUMO gap = 0.274 Ha
Charge = +7
E = -144381.86320 eV
LUMO energy = -14.004 eV
HOMO = -21.46 eV

Last column: Mulliken charge in e.
Atoms and positions in Å:
C: -0.97 -2.83 1.92  0.211
C: -1.37 -2.26 3.31  -0.877
N: -1.77 -3.16 4.54  0.193
C: -2.96 -4.12 4.05  -0.962
C: -0.55 -4.16 4.83  -0.624
C: 0.73 -3.40 5.30  -1.028
C: -2.12 -2.21 5.74  -0.334
C: -2.35 -2.98 7.08  -0.813
O: -3.30 -4.13 7.03  -0.324
C: -3.30 -4.96 8.19  -0.776
H: -1.80 -3.39 1.49  -0.016
H: -0.06 -3.42 1.89  0.168
H: -0.79 -1.95 1.29  -0.039
H: -2.23 -1.60 3.27  0.425
H: -0.63 -1.57 3.72  0.167
H: -2.88 -4.95 4.75  0.415
H: -2.87 -4.46 3.02  0.338
H: -3.91 -3.67 4.34  0.377
H: -0.43 -4.87 4.01  0.604
H: -0.91 -4.74 5.68  0.622
H: 1.44 -4.08 5.78  0.535
H: 0.46 -2.64 6.03  0.200
H: 1.31 -2.84 4.56  0.046
H: -3.00 -1.67 5.39  0.577
H: -1.32 -1.48 5.88  0.018
H: -2.53 -2.31 7.92  0.542
H: -1.37 -3.43 7.24  0.347
H: -2.37 -5.51 8.36  0.327
H: -4.16 -5.62 8.08  0.274
H: -3.43 -4.38 9.10  0.350
C: 3.37 5.36 -0.05  -1.208
C: 3.80 4.81 -1.45  0.623
C: 4.90 5.64 -2.12  -0.864
O: 6.03 5.53 -1.32  -0.447
C: 7.10 6.31 -1.89  -0.827
N: 4.42 3.43 -1.14  -0.150
H: 5.41 3.62 -1.05  0.483
H: 4.06 3.02 -0.29  0.139
H: 4.13 2.74 -1.82  0.212
H: 2.78 4.56 0.40  0.124
H: 2.52 6.05 -0.07  0.333
H: 4.07 5.61 0.75  0.406
H: 2.97 4.47 -2.07  0.259
H: 4.67 6.71 -2.19  0.484
H: 4.98 5.29 -3.15  0.434
H: 6.96 7.35 -1.59  0.344
H: 7.36 6.04 -2.91  0.359
H: 7.97 6.06 -1.28  0.297
C: 2.05 3.06 6.08  -1.279
C: 1.97 2.14 4.81  -0.265
C: 1.58 0.68 5.06  -0.761
O: 1.26 -0.03 3.90  0.255
C: 2.37 -0.44 3.14  -0.872
N: 0.96 2.71 3.73  -0.042
H: 0.92 2.23 2.84  0.116
H: 0.03 2.65 4.12  0.430
H: 1.16 3.68 3.51  0.456
H: 2.55 3.95 5.69  0.430
H: 2.80 2.64 6.75  0.395
H: 1.12 3.31 6.59  0.368
H: 2.78 2.20 4.07  0.421
H: 0.72 0.64 5.73  0.211
H: 2.39 0.08 5.49  0.571
H: 2.92 0.41 2.75  0.241
H: 1.91 -1.03 2.35  0.052
H: 3.10 -1.17 3.48  0.437
C: -5.89 1.95 -1.42  -1.606
C: -5.25 0.93 -0.50  0.630
C: -3.77 0.55 -0.62  -0.528
O: -3.50 -0.42 -1.69  0.193
C: -3.40 0.13 -2.98  -0.026
N: -5.65 1.28 0.97  -0.121
H: -5.44 0.56 1.65  0.322
H: -5.05 2.00 1.35  0.357
H: -6.63 1.51 1.08  0.409
H: -5.67 2.98 -1.14  0.440
H: -6.96 2.12 -1.34  0.470
H: -5.81 1.77 -2.49  0.308
H: -5.79 0.04 -0.82  -0.023
H: -3.40 0.04 0.27  -0.038
H: -3.15 1.45 -0.71  0.469
H: -2.59 -0.40 -3.49  -0.457
H: -2.90 1.10 -3.04  -0.141
H: -4.31 0.18 -3.57  0.434
C: 3.67 -6.92 0.53  -1.516
C: 3.22 -5.68 -0.24  0.450
C: 4.42 -4.93 -0.94  -0.741
O: 3.99 -4.04 -1.93  -0.405
C: 3.86 -2.67 -1.74  -0.271
N: 2.22 -6.16 -1.36  -0.180
H: 1.42 -6.68 -1.03  0.412
H: 1.83 -5.37 -1.86  0.151
H: 2.70 -6.72 -2.04  0.408
H: 4.29 -7.59 -0.06  0.405
H: 2.86 -7.53 0.92  0.455
H: 4.15 -6.62 1.47  0.391
H: 2.70 -5.09 0.51  0.106
H: 5.05 -5.62 -1.50  0.403
H: 5.17 -4.49 -0.29  0.436
H: 3.12 -2.54 -0.96  0.007
H: 3.44 -2.16 -2.61  0.053
H: 4.82 -2.24 -1.46  0.460
C: -4.82 -3.19 -1.45  -1.093
C: -3.51 -3.52 -2.17  -0.023
C: -2.25 -3.60 -1.13  0.036
O: -1.08 -3.59 -1.87  -0.564
C: -0.02 -2.77 -1.32  -0.437
N: -3.74 -5.01 -2.64  -0.108
H: -2.97 -5.45 -3.13  0.319
H: -3.89 -5.51 -1.77  0.392
H: -4.58 -5.10 -3.20  0.386
H: -4.77 -3.74 -0.51  0.464
H: -5.79 -3.37 -1.91  0.557
H: -4.85 -2.13 -1.19  -0.261
H: -3.44 -2.99 -3.12  0.152
H: -2.32 -4.43 -0.43  0.579
H: -2.20 -2.65 -0.59  -0.277
H: -0.35 -1.74 -1.23  0.420
H: 0.80 -2.68 -2.04  0.437
H: 0.44 -3.18 -0.42  -0.039
C: -1.82 4.38 -2.68  -1.280
C: -2.11 5.86 -2.47  0.283
C: -1.19 6.59 -1.53  -0.772
O: -1.51 7.93 -1.45  -0.377
C: -0.49 8.54 -0.67  -0.824
N: -2.19 6.61 -3.80  -0.263
H: -1.30 6.90 -4.17  0.362
H: -2.54 6.06 -4.57  0.337
H: -2.60 7.53 -3.74  0.377
H: -1.81 4.08 -1.63  0.143
H: -0.89 4.13 -3.17  0.380
H: -2.63 3.77 -3.08  0.501
H: -3.12 5.97 -2.09  0.267
H: -0.15 6.43 -1.83  0.390
H: -1.16 6.12 -0.55  0.448
H: -0.55 8.21 0.36  0.355
H: -0.74 9.60 -0.65  0.320
H: 0.54 8.58 -1.03  0.328
C: 2.14 1.16 -7.22  -1.515
C: 1.44 0.48 -6.06  0.490
C: 1.57 -1.08 -6.10  -0.897
O: 0.92 -1.70 -5.00  -0.130
C: -0.52 -1.84 -5.29  -0.184
N: 1.75 1.03 -4.61  0.035
H: 1.04 1.61 -4.19  0.205
H: 1.73 0.31 -3.90  0.072
H: 2.68 1.43 -4.61  0.396
H: 1.57 0.87 -8.10  0.437
H: 3.14 0.77 -7.37  0.390
H: 1.98 2.22 -7.43  0.416
H: 0.37 0.71 -6.12  0.092
H: 2.58 -1.48 -6.12  0.433
H: 1.18 -1.39 -7.07  0.474
H: -0.63 -2.62 -6.04  0.424
H: -0.98 -0.94 -5.70  0.340
H: -1.22 -2.00 -4.47  -0.513
As: 0.94 1.10 -0.43  1.935
F: -0.61 0.42 0.05  -0.428
F: 1.65 -0.54 -0.12  -0.482
F: 2.40 1.78 -1.07  -0.503
F: 0.17 2.66 -0.83  -0.501
F: 1.30 1.66 1.21  -0.582
F: 0.63 0.50 -2.07  -0.541

[3]
The following is a DFT calculation (ωB97M-V/def2-TZVPD) of a 13-piece molecular cluster, C36H104N6O19 overall at a distorted geometry.

Properties
HOMO-LUMO gap (spin up / spin down) = 0.058 / 0.281 Ha
ΔE to the lowest compared entry with this formula, charge and spin = 4.0186 eV
⟨S²⟩ = 0.75
Charge = -1
2S+1 = 2
E = -86848.31648 eV
LUMO energy (spin up / spin down) = 1.919 / 1.909 eV
HOMO (spin up / spin down) = 0.33 / -5.75 eV

Last column: Mulliken charge in e.
Atoms and positions in Å:
O: 5.33 -1.02 -1.46  1.312
H: 5.60 -0.33 -2.06  -0.274
H: 4.57 -0.67 -1.01  0.130
O: -0.55 -3.85 2.08  -0.689
H: 0.07 -3.12 1.96  0.519
H: -0.05 -4.62 1.82  0.278
O: -0.90 -1.62 5.21  -0.769
H: -0.56 -1.31 4.37  0.485
H: -0.56 -1.00 5.85  0.462
O: 0.33 0.33 6.83  -0.532
H: 1.17 0.17 7.26  0.229
H: -0.17 0.83 7.48  0.233
O: 6.69 -3.33 -0.94  -0.609
H: 6.21 -2.50 -0.98  0.267
H: 7.13 -3.40 -1.79  0.261
O: 3.44 0.85 -1.15  -0.766
H: 4.11 1.10 -1.79  -0.204
H: 2.89 1.62 -1.07  -0.234
O: 1.39 -5.83 -1.32  -0.549
H: 1.19 -5.97 -2.25  0.293
H: 0.75 -6.36 -0.85  0.251
C: -5.33 5.26 0.62  -0.793
O: -4.19 5.30 1.44  -0.158
C: -4.11 6.48 2.34  -0.731
C: -2.71 6.34 3.06  -0.525
N: -1.61 6.51 2.18  -0.433
C: -0.25 6.66 2.76  0.006
C: 0.86 5.96 1.86  -1.237
O: 0.84 4.54 2.07  0.739
C: 2.10 3.94 1.79  -1.738
H: -6.30 5.19 1.12  0.293
H: -5.19 4.34 0.05  0.193
H: -5.37 6.11 -0.06  0.313
H: -4.90 6.33 3.07  0.362
H: -4.18 7.37 1.71  0.384
H: -2.61 5.43 3.64  0.287
H: -2.63 7.05 3.88  0.484
H: -1.40 5.74 1.57  0.260
H: -0.18 6.07 3.67  -0.211
H: -0.02 7.66 3.12  0.442
H: 1.79 6.42 2.17  0.529
H: 0.72 6.31 0.84  0.320
H: 2.38 3.01 2.28  0.189
H: 2.85 4.64 2.14  0.565
H: 2.39 3.89 0.74  0.334
C: -4.05 0.63 4.22  -0.658
O: -3.35 0.42 5.41  -0.045
C: -4.06 1.05 6.49  -0.693
C: -3.66 2.60 6.89  -0.918
N: -2.19 2.93 7.04  -0.023
C: -1.95 4.15 7.77  -0.730
C: -0.52 4.63 7.50  -0.606
O: -0.05 4.42 6.17  -0.081
C: 1.40 4.35 6.02  -0.632
H: -4.03 1.58 3.69  0.268
H: -5.08 0.30 4.34  0.409
H: -3.60 -0.02 3.46  -0.073
H: -3.73 0.49 7.37  0.357
H: -5.14 0.98 6.55  0.397
H: -4.12 2.77 7.86  0.505
H: -4.20 3.30 6.25  0.427
H: -1.71 2.97 6.15  0.084
H: -1.97 3.95 8.84  0.302
H: -2.68 4.93 7.57  0.359
H: 0.01 4.09 8.28  0.405
H: -0.49 5.71 7.65  0.251
H: 1.94 3.85 6.83  0.393
H: 1.88 5.30 5.80  0.280
H: 1.54 3.79 5.09  -0.035
C: 2.50 -2.64 -0.27  -0.948
O: 1.77 -2.59 0.91  0.000
C: 2.48 -1.78 1.93  -1.009
C: 1.56 -1.69 3.18  -1.180
N: 0.26 -1.02 2.88  -0.556
C: 0.28 0.41 3.09  -0.371
C: -0.75 1.00 2.10  0.012
O: -0.68 0.36 0.84  -0.291
C: -1.87 0.71 0.13  -0.352
H: 3.58 -2.78 -0.18  0.303
H: 2.40 -1.72 -0.84  0.196
H: 2.09 -3.43 -0.90  0.188
H: 2.60 -0.76 1.55  0.471
H: 3.47 -2.20 2.07  0.548
H: 2.12 -1.14 3.94  0.633
H: 1.35 -2.68 3.60  0.402
H: 0.29 -1.10 1.87  0.325
H: 1.33 0.66 2.95  0.254
H: 0.09 0.63 4.14  0.467
H: -0.43 2.03 1.95  0.052
H: -1.68 0.96 2.67  -0.176
H: -2.04 0.24 -0.84  -0.158
H: -1.84 1.78 -0.08  0.305
H: -2.74 0.43 0.73  -0.054
C: -1.85 -4.31 -1.16  -0.391
O: -3.26 -4.11 -1.46  -0.498
C: -3.67 -2.81 -1.10  0.584
C: -3.68 -2.62 0.41  0.285
N: -4.51 -3.63 1.10  -0.271
C: -5.99 -3.39 1.14  -0.691
C: -6.33 -2.20 2.06  -0.723
O: -5.81 -0.95 1.67  -0.074
C: -6.66 -0.25 0.71  -0.854
H: -1.75 -4.17 -0.08  0.412
H: -1.19 -3.77 -1.83  0.096
H: -1.60 -5.36 -1.31  0.273
H: -4.66 -2.55 -1.47  0.363
H: -3.08 -1.98 -1.48  -0.406
H: -4.00 -1.64 0.77  -0.358
H: -2.68 -2.78 0.81  -0.296
H: -4.48 -4.48 0.55  0.306
H: -6.23 -4.34 1.63  0.455
H: -6.32 -3.24 0.11  0.367
H: -5.88 -2.60 2.96  0.350
H: -7.42 -2.16 2.18  0.392
H: -7.71 -0.04 0.92  0.327
H: -6.51 -0.83 -0.20  0.318
H: -6.17 0.70 0.53  0.184
C: 0.61 2.84 -1.42  -0.048
O: 1.90 3.15 -1.83  -0.188
C: 2.17 3.25 -3.22  -1.434
C: 1.61 2.12 -4.13  -0.431
N: 2.40 0.90 -3.73  0.521
C: 2.13 -0.31 -4.51  -2.121
C: 0.90 -1.17 -4.15  0.227
O: -0.35 -0.65 -4.61  -0.465
C: -1.53 -1.05 -3.85  -0.240
H: 0.33 1.84 -1.73  0.280
H: -0.20 3.55 -1.61  0.448
H: 0.57 2.87 -0.34  -0.660
H: 3.26 3.21 -3.24  0.414
H: 1.84 4.25 -3.53  0.484
H: 1.78 2.33 -5.18  0.477
H: 0.54 1.93 -4.01  0.157
H: 2.55 0.81 -2.73  0.550
H: 2.97 -0.99 -4.38  0.702
H: 2.14 0.06 -5.54  0.371
H: 0.98 -1.29 -3.07  -0.167
H: 1.12 -2.22 -4.31  0.610
H: -2.37 -0.47 -4.22  0.337
H: -1.37 -0.70 -2.83  -0.226
H: -1.68 -2.13 -3.90  0.328
C: 5.95 -6.43 -11.69  -0.868
O: 4.96 -6.01 -10.76  -0.308
C: 5.00 -4.57 -10.54  -0.590
C: 4.07 -4.14 -9.44  -0.695
N: 4.60 -4.44 -8.10  -0.311
C: 3.85 -3.67 -7.11  -0.679
C: 4.43 -4.02 -5.64  -0.786
O: 3.74 -3.46 -4.55  0.078
C: 4.32 -3.66 -3.22  -0.377
H: 6.96 -6.02 -11.70  0.343
H: 5.74 -6.09 -12.70  0.342
H: 6.00 -7.51 -11.84  0.300
H: 4.73 -4.14 -11.50  0.408
H: 6.02 -4.22 -10.39  0.341
H: 3.03 -4.47 -9.43  0.423
H: 4.03 -3.05 -9.42  0.380
H: 4.42 -5.43 -8.04  0.233
H: 2.80 -3.96 -7.12  0.371
H: 3.97 -2.61 -7.34  0.360
H: 5.44 -3.60 -5.69  0.339
H: 4.41 -5.11 -5.56  0.259
H: 4.24 -4.71 -2.93  0.417
H: 3.68 -3.12 -2.52  -0.268
H: 5.39 -3.50 -3.08  0.240